## P
Entry from OMol25: a 2-piece molecular cluster, C10H13O2 overall (ωB97M-V with the def2-TZVPD basis set).

Results
E_HOMO (alpha / beta) = -9.1 / -9.1 eV
⟨S²⟩ = 0.755
charge = 0
multiplicity = 2
LUMO energy (alpha / beta) = 0.800 / -2.937 eV

Cartesian coordinates (Å):
C1 1.056 1.274 1.619
C2 1.450 2.031 2.787
C3 0.739 2.128 0.368
O1 -0.353 1.879 -0.192
O2 1.474 3.028 -0.033
H1 1.854 0.505 1.087
H2 0.120 0.663 1.650
H3 1.928 1.192 3.378
H4 0.689 2.542 3.308
H5 2.295 2.701 2.513
C4 -2.876 -0.893 -1.577
C5 0.898 -2.035 -0.032
C6 -0.223 -2.513 0.584
C7 0.887 -1.388 -1.250
C8 -1.436 -2.246 -0.056
C9 -0.257 -0.871 -1.791
C10 -1.429 -1.318 -1.114
H6 1.786 -2.342 0.383
H7 -0.132 -3.213 1.473
H8 1.857 -1.237 -1.667
H9 -2.262 -2.681 0.358
H10 -0.303 -0.233 -2.646
H11 -3.401 -1.753 -1.589
H12 -2.976 -0.390 -2.620
H13 -3.283 -0.022 -1.057

Löwdin atomic charge list, values in e, 6 entries: number 1, C, carries -0.2008; number 2, C, carries -0.1030; number 3, C, carries -0.6363; number 4, O, carries 0.2609; number 5, O, carries 0.0960; number 6, H, carries 0.1816

=====

## Q
Entry from OMol25: a 2-piece molecular cluster, C10H13O2 overall (ωB97M-V with the def2-TZVPD basis set).

Results
E_HOMO (alpha / beta) = -9.2 / -9.2 eV
⟨S²⟩ = 0.754
charge = 0
multiplicity = 2
LUMO energy (alpha / beta) = 0.804 / -2.743 eV

Cartesian coordinates (Å):
C1 0.482 -2.569 1.085
C2 -0.755 -2.342 1.985
C3 0.134 -2.925 -0.350
O1 -0.445 -1.900 -0.932
O2 0.338 -3.976 -0.898
H1 1.097 -1.673 1.091
H2 1.080 -3.379 1.495
H3 -1.463 -1.666 1.523
H4 -0.417 -2.012 2.969
H5 -1.290 -3.292 2.113
C4 -1.732 2.570 0.278
C5 1.848 1.437 -0.287
C6 0.702 1.975 0.313
C7 1.786 0.900 -1.561
C8 -0.504 2.002 -0.374
C9 0.578 0.914 -2.246
C10 -0.558 1.450 -1.643
H6 2.775 1.449 0.271
H7 0.819 2.347 1.328
H8 2.680 0.536 -2.055
H9 0.516 0.563 -3.266
H10 -2.613 2.501 -0.368
H11 -1.611 3.621 0.526
H12 -1.480 1.425 -2.205
H13 -1.968 2.043 1.208

Löwdin atomic charge list, values in e, 6 entries: number 1, C, carries -0.1406; number 2, C, carries -0.0794; number 3, C, carries -0.5885; number 4, O, carries 0.2392; number 5, O, carries 0.1189; number 6, H, carries 0.1088

=====

Result of the stability comparison: P is the least stable of them.

=====

## P
Entry from OMol25: an isolated molecule of C2H3NO2 (ωB97M-V with the def2-TZVPD basis set).

Results
E_HOMO = -10.5 eV
SMILES string = CN1OC1=O
charge = 0
LUMO energy = 0.848 eV

Cartesian coordinates (Å):
C1 1.058 -0.020 0.132
N1 -0.311 -0.714 -0.187
O1 -1.035 -0.015 -1.277
C2 -1.457 0.013 -0.020
O2 -2.272 0.474 0.680
H1 1.418 -0.509 1.095
H2 1.749 -0.247 -0.620
H3 0.851 1.018 0.197

Löwdin atomic charge list, values in e, 6 entries: number 1, C, carries 0.0121; number 2, N, carries 0.0368; number 3, O, carries 0.1096; number 4, C, carries -0.5836; number 5, O, carries 0.1900; number 6, H, carries 0.1122

=====

## Q
Entry from OMol25: an isolated molecule of C2H3NO2 (ωB97M-V with the def2-TZVPD basis set).

Results
E_HOMO = -9.8 eV
SMILES string = OOC1=NC1
charge = 0
LUMO energy = -0.241 eV

Cartesian coordinates (Å):
O1 0.905 1.623 -0.204
O2 1.673 0.313 -0.126
C1 0.815 -0.587 -0.094
N1 0.057 -1.655 0.075
C2 -0.753 -0.501 0.033
H1 -0.061 1.191 0.171
H2 -1.273 -0.187 -0.846
H3 -1.364 -0.197 0.990

Löwdin atomic charge list, values in e, 6 entries: number 1, O, carries -0.0262; number 2, O, carries 0.0838; number 3, C, carries -0.3241; number 4, N, carries 0.1212; number 5, C, carries -0.2116; number 6, H, carries 0.1448

=====

Result of the stability comparison: Q is the least stable of them.

=====

## P
Entry from OMol25: a 2-piece molecular cluster, C2H3NO2 overall (ωB97M-V with the def2-TZVPD basis set).

Results
E_HOMO (alpha / beta) = -8.3 / -8.6 eV
charge = 0
LUMO energy (alpha / beta) = 0.306 / 0.375 eV

Cartesian coordinates (Å):
C1 1.021 -0.912 -1.450
C2 -0.640 0.026 0.572
N1 -0.275 1.236 1.002
O1 1.249 -1.946 -1.947
O2 -1.462 1.050 0.176
H1 1.627 -0.016 -1.535
H2 -1.140 -0.693 1.121
H3 -0.380 1.254 2.061

Löwdin atomic charge list, values in e, 6 entries: number 1, C, carries -0.0566; number 2, C, carries -0.2399; number 3, N, carries 0.0141; number 4, O, carries 0.0438; number 5, O, carries -0.0323; number 6, H, carries 0.0590

=====

## Q
Entry from OMol25: an isolated molecule of C2H3NO2 (ωB97M-V with the def2-TZVPD basis set).

Results
E_HOMO = -10.5 eV
SMILES string = O=CNC=O
charge = 0
LUMO energy = 0.305 eV

Cartesian coordinates (Å):
O1 -2.318 -0.257 -0.362
C1 -1.162 0.134 0.038
N1 0.030 -0.581 0.166
C2 1.343 0.162 -0.176
O2 2.418 -0.267 -0.263
H1 -0.978 1.152 0.245
H2 -0.090 -1.501 0.217
H3 0.757 1.159 0.137

Löwdin atomic charge list, values in e, 6 entries: number 1, O, carries -0.0082; number 2, C, carries -0.2759; number 3, N, carries 0.0839; number 4, C, carries -0.2395; number 5, O, carries 0.1299; number 6, H, carries 0.0912

=====

## R
Entry from OMol25: an isolated molecule of C2H3NO2 (ωB97M-V with the def2-TZVPD basis set).

Results
E_HOMO = -9.5 eV
SMILES string = C=CON=O
charge = 0
LUMO energy = -0.054 eV

Cartesian coordinates (Å):
C1 0.075 -0.032 -0.404
C2 -0.324 -0.391 0.840
O1 -0.586 -1.631 1.212
N1 -0.382 -2.761 0.385
O2 -0.917 -3.655 0.835
H1 0.461 0.936 -0.696
H2 -0.050 -0.648 -1.236
H3 -0.273 0.187 1.903

Löwdin atomic charge list, values in e, 6 entries: number 1, C, carries 0.0177; number 2, C, carries -0.2509; number 3, O, carries -0.1020; number 4, N, carries -0.0155; number 5, O, carries 0.1077; number 6, H, carries 0.0496

=====

Result of the stability comparison: P is the least stable of them.

=====

## P
Entry from OMol25: a 2-piece molecular cluster, C2H3NO2 overall (ωB97M-V with the def2-TZVPD basis set).

Results
E_HOMO = -11.3 eV
SMILES string = O=CO.C#N
charge = 0
LUMO energy = 0.744 eV

Cartesian coordinates (Å):
O1 0.669 -1.458 -0.055
C1 1.236 -0.405 -0.159
O2 1.315 0.434 -1.224
H1 1.973 0.025 0.532
H2 0.657 0.170 -1.854
C2 -2.033 0.375 0.943
N1 -1.671 1.431 1.187
H3 -2.147 -0.573 0.629

Löwdin atomic charge list, values in e, 6 entries: number 1, O, carries 0.0583; number 2, C, carries -0.3888; number 3, O, carries 0.0757; number 4, H, carries 0.1395; number 5, H, carries 0.0968; number 6, C, carries -0.0684

=====

## Q
Entry from OMol25: an isolated molecule of C2H3NO2 (ωB97M-V with the def2-TZVPD basis set).

Results
E_HOMO = -9.6 eV
charge = 0
LUMO energy = 0.801 eV

Cartesian coordinates (Å):
O1 -2.488 0.327 0.141
C1 -1.434 -0.102 -0.248
N1 -0.189 0.263 0.275
C2 0.885 -0.329 -0.291
O2 1.991 0.103 0.303
H1 -1.294 -0.833 -1.059
H2 -0.166 0.938 1.041
H3 2.695 -0.367 -0.161

Löwdin atomic charge list, values in e, 6 entries: number 1, O, carries 0.0579; number 2, C, carries -0.3274; number 3, N, carries 0.0310; number 4, C, carries -0.1520; number 5, O, carries 0.0157; number 6, H, carries 0.1244

=====

## R
Entry from OMol25: C2H3NO2 as an isolated structure (ωB97M-V with the def2-TZVPD basis set).

Results
E_HOMO = -8.8 eV
charge = 0
LUMO energy = 0.802 eV

Cartesian coordinates (Å):
C1 0.020 0.267 0.725
C2 0.541 -0.134 -0.429
N1 -1.248 0.488 0.073
O1 -0.701 -0.014 -1.143
O2 1.732 -0.525 -1.112
H1 0.332 0.296 1.751
H2 -2.081 -0.099 0.284
H3 1.611 -0.686 -2.003

Löwdin atomic charge list, values in e, 6 entries: number 1, C, carries -0.0459; number 2, C, carries -0.2795; number 3, N, carries -0.0185; number 4, O, carries -0.0358; number 5, O, carries 0.0861; number 6, H, carries 0.1007

=====

Result of the stability comparison: R is the least stable of them.

=====

## P
Entry from OMol25: an isolated molecule of C2H3NO2 (ωB97M-V with the def2-TZVPD basis set).

Results
E_HOMO = -10.2 eV
SMILES string = NC(=O)C=O
charge = 0
LUMO energy = -0.716 eV

Cartesian coordinates (Å):
N1 0.576 -0.346 -0.793
C1 -0.078 -0.555 0.395
O1 0.345 -1.393 1.230
C2 -1.029 0.586 0.467
O2 -1.508 1.081 1.485
H1 1.661 -0.790 -0.867
H2 0.740 0.429 -1.398
H3 -0.707 0.987 -0.520

Löwdin atomic charge list, values in e, 6 entries: number 1, N, carries 0.0811; number 2, C, carries -0.4754; number 3, O, carries 0.0481; number 4, C, carries -0.1601; number 5, O, carries 0.1054; number 6, H, carries 0.2151

=====

## Q
Entry from OMol25: an isolated molecule of C2H3NO2 (ωB97M-V with the def2-TZVPD basis set).

Results
E_HOMO (alpha / beta) = -7.9 / -8.3 eV
charge = 0
LUMO energy (alpha / beta) = 0.005 / 0.814 eV

Cartesian coordinates (Å):
C1 -0.090 0.885 0.399
C2 0.073 -0.605 0.568
N1 -0.421 0.155 -1.673
O1 -0.316 -0.947 -1.048
O2 -0.454 1.149 -0.865
H1 0.673 1.463 0.874
H2 1.202 -0.937 0.787
H3 -0.667 -1.163 0.958

Löwdin atomic charge list, values in e, 6 entries: number 1, C, carries -0.1377; number 2, C, carries 0.0159; number 3, N, carries -0.0477; number 4, O, carries -0.0772; number 5, O, carries -0.0363; number 6, H, carries 0.0901

=====

Result of the stability comparison: Q is the least stable of them.

=====

## P
Entry from OMol25: an isolated molecule of C2H3NO2 (ωB97M-V with the def2-TZVPD basis set).

Results
E_HOMO = -10.6 eV
SMILES string = C=NC1OO1
charge = 0
LUMO energy = 0.709 eV

Cartesian coordinates (Å):
C1 0.649 0.079 -0.487
N1 0.162 -0.735 0.338
C2 -1.041 -0.356 1.106
O1 -1.090 1.009 1.720
O2 -1.058 -0.313 2.417
H1 1.499 -0.312 -0.991
H2 0.382 1.059 -0.673
H3 -1.949 -0.667 0.604

Löwdin atomic charge list, values in e, 6 entries: number 1, C, carries -0.0113; number 2, N, carries 0.0684; number 3, C, carries -0.3967; number 4, O, carries 0.0155; number 5, O, carries 0.0473; number 6, H, carries 0.0673

=====

## Q
Entry from OMol25: a 2-piece molecular cluster, C2H3NO2 overall (ωB97M-V with the def2-TZVPD basis set).

Results
E_HOMO = -10.2 eV
charge = 0
LUMO energy = 0.995 eV

Cartesian coordinates (Å):
O1 1.857 0.883 -1.660
C1 1.127 0.035 -1.468
N1 0.126 0.628 0.538
C2 -0.752 -0.267 0.729
O2 -0.859 -1.285 -0.116
H1 -0.167 -1.065 -0.793
H2 0.142 1.366 1.224
H3 -1.474 -0.294 1.546

Löwdin atomic charge list, values in e, 6 entries: number 1, O, carries 0.0704; number 2, C, carries 0.0154; number 3, N, carries 0.0528; number 4, C, carries -0.3450; number 5, O, carries 0.0029; number 6, H, carries 0.0099

=====

## R
Entry from OMol25: an isolated molecule of C2H3NO2 (ωB97M-V with the def2-TZVPD basis set).

Results
E_HOMO = -9.9 eV
SMILES string = NC(=O)C=O
charge = 0
LUMO energy = 0.421 eV

Cartesian coordinates (Å):
N1 -1.140 -0.352 0.266
C1 -0.203 0.494 -0.220
O1 -0.411 1.613 -0.648
C2 1.226 -0.039 -0.151
O2 1.732 -0.315 0.909
H1 -2.100 -0.047 0.306
H2 -0.892 -1.253 0.642
H3 1.787 -0.102 -1.103

Löwdin atomic charge list, values in e, 6 entries: number 1, N, carries 0.1778; number 2, C, carries -0.5174; number 3, O, carries 0.0687; number 4, C, carries -0.1644; number 5, O, carries 0.0778; number 6, H, carries 0.1175

=====

Result of the stability comparison: P is the least stable of them.